Below is a structure of composition C30H52O40S7 at a distorted geometry, with properties calculated with ωB97M-V/def2-TZVPD.

Each line ends with the Mulliken charge.
Cartesian coordinates (Å):
C -6.4542 -35.0468 -11.3846  -1.013
C -7.3998 -36.1898 -11.0527  0.315
C -6.9226 -37.1177 -9.9158  -0.551
O -7.7748 -36.8256 -8.8572  -0.384
C -8.8024 -36.0459 -9.2332  0.644
O -9.7308 -35.8354 -8.5413  -0.426
O -8.5856 -35.5819 -10.5123  -0.306
H -5.5153 -35.3856 -11.8281  0.420
H -6.2296 -34.5768 -10.4301  -0.030
H -6.9079 -34.3931 -12.1270  0.358
H -7.6587 -36.8268 -11.8976  0.304
H -5.8646 -36.9944 -9.6915  0.333
H -7.0927 -38.1196 -10.3164  0.316
C -7.8741 -28.7313 -9.4535  0.852
C -7.1270 -27.4170 -9.2494  0.286
C -5.6022 -27.4732 -9.0428  0.009
O -5.2115 -26.3096 -9.7834  -0.415
C -6.2136 -25.7986 -10.4862  0.548
O -6.1624 -24.7774 -11.1077  -0.600
O -7.3166 -26.5556 -10.3624  -0.399
H -7.5750 -29.1363 -10.4248  0.642
H -8.9320 -28.4755 -9.5138  -0.455
H -7.5954 -29.4049 -8.6462  -0.974
H -7.5935 -26.9488 -8.3767  -0.142
H -5.2817 -28.3769 -9.5672  0.366
H -5.2917 -27.4173 -8.0070  0.145
C -11.5676 -26.8782 -7.4402  -1.568
C -10.8969 -27.1269 -6.0832  0.218
C -10.9414 -28.5785 -5.5891  1.180
O -9.5583 -28.9706 -5.5888  1.347
C -8.7923 -27.9565 -6.0285  0.150
O -7.6158 -28.0292 -6.2102  -0.607
O -9.5057 -26.8466 -6.2519  -0.555
H -12.6533 -26.8940 -7.4961  0.420
H -11.1145 -27.4755 -8.2305  0.004
H -11.2739 -25.8320 -7.5829  0.487
H -11.3371 -26.4725 -5.3342  0.534
H -11.5011 -29.2679 -6.2134  -1.192
H -11.3494 -28.5659 -4.5803  -0.103
C -15.5536 -32.1158 -5.1905  -1.708
C -15.0145 -30.8690 -5.8624  1.705
C -16.0796 -29.7695 -6.0818  -0.349
O -15.6058 -28.6879 -5.2902  -0.414
C -14.4254 -28.9705 -4.7352  0.498
O -13.7316 -28.2211 -4.1321  -0.488
O -14.1102 -30.2713 -4.9253  -0.050
H -14.7043 -32.6620 -4.7726  0.354
H -16.1665 -32.6647 -5.9023  0.425
H -16.0614 -31.8674 -4.2547  0.456
H -14.5554 -31.1237 -6.8157  -0.791
H -17.0609 -30.0679 -5.7191  0.304
H -16.1265 -29.5702 -7.1520  0.257
C -9.1992 -30.1321 -13.6279  -0.119
C -9.9761 -29.0213 -12.8501  0.661
O -9.4760 -27.7382 -13.3017  -0.294
S -8.1510 -27.9521 -14.2317  1.008
O -6.9407 -28.0217 -13.4561  -0.463
O -8.2561 -27.0321 -15.3268  -0.586
O -8.5004 -29.4557 -14.6694  -0.365
H -9.9319 -30.7449 -14.1459  0.373
H -8.4833 -30.6753 -13.0146  0.186
H -9.8555 -29.0048 -11.7691  -0.632
H -11.0257 -28.9894 -13.1351  0.235
C -9.6516 -31.5338 -9.3278  1.840
C -10.5041 -32.8223 -9.2249  0.190
O -10.4091 -33.0886 -7.8302  -0.026
S -10.7800 -31.7252 -7.0795  0.330
O -10.2573 -31.7666 -5.7483  -0.572
O -12.1505 -31.3424 -7.3021  -0.557
O -9.8494 -30.8421 -8.0896  0.197
H -9.8888 -30.9594 -10.2213  -0.418
H -8.5881 -31.7670 -9.2767  -0.990
H -10.0820 -33.6771 -9.7407  0.146
H -11.5325 -32.6654 -9.5428  -0.495
C -14.8029 -26.6898 -10.4094  -0.465
C -14.0223 -26.4727 -11.7098  -0.325
O -13.0555 -27.5043 -11.6949  -0.364
S -13.3848 -28.7252 -10.6761  0.894
O -12.1670 -29.2484 -10.1277  -0.043
O -14.3063 -29.6103 -11.3153  -0.590
O -14.1475 -27.7103 -9.6887  -0.251
H -15.8460 -26.9581 -10.5795  0.253
H -14.7794 -25.7701 -9.8274  0.314
H -13.5281 -25.5059 -11.6615  0.304
H -14.7088 -26.4925 -12.5542  0.282
C -6.8530 -30.4989 -6.0188  1.436
C -6.3250 -29.3496 -5.0991  -0.016
O -6.4797 -29.9240 -3.7975  -0.451
S -6.5267 -31.5419 -3.7664  1.070
O -7.4630 -31.9057 -2.7510  -0.552
O -5.2319 -32.1370 -3.8198  -0.645
O -7.2617 -31.5917 -5.2134  -0.047
H -6.0524 -30.7651 -6.7065  0.100
H -7.7168 -30.2014 -6.6088  -1.652
H -6.9118 -28.4383 -5.0963  0.142
H -5.2588 -29.1966 -5.2553  0.464
C -12.1088 -30.2939 -3.1831  0.447
C -11.0703 -31.2521 -2.5082  -0.351
O -10.2615 -30.4064 -1.7172  -0.491
S -10.0289 -29.0365 -2.5225  1.175
O -9.2348 -29.3406 -3.6808  -0.145
O -9.6354 -28.0295 -1.5905  -0.716
O -11.6046 -28.9883 -2.9822  -0.532
H -13.0773 -30.4000 -2.6966  0.537
H -12.1808 -30.5466 -4.2391  -0.351
H -10.4216 -31.6203 -3.3105  0.025
H -11.4246 -32.1308 -1.9805  0.480
C -14.6332 -32.4635 -9.3370  0.246
C -15.1768 -32.9009 -10.6935  -0.262
O -15.0328 -34.3183 -10.6862  -0.418
S -13.7749 -34.8075 -9.7509  1.171
O -12.5483 -34.9043 -10.4830  -0.501
O -14.1329 -35.9575 -8.9584  -0.590
O -13.7890 -33.4763 -8.8670  -0.226
H -15.4946 -32.2708 -8.6905  0.250
H -14.0629 -31.5344 -9.3618  -0.215
H -14.5787 -32.4385 -11.4838  0.224
H -16.1995 -32.6019 -10.9039  0.394
C -4.2588 -33.5094 -8.4698  -0.480
C -5.6151 -33.4543 -7.7723  0.042
O -6.3890 -32.4298 -8.4212  -0.294
S -5.5697 -31.7155 -9.6631  1.095
O -5.0284 -30.4894 -9.1644  -0.535
O -6.3735 -31.6455 -10.8417  -0.475
O -4.4536 -32.9134 -9.7393  -0.301
H -3.9775 -34.5529 -8.6049  0.327
H -3.4717 -32.9965 -7.9191  0.369
H -5.5131 -33.1163 -6.7396  0.128
H -6.2351 -34.3495 -7.7622  0.112

Force components x, y, z for each atom (eV/Å):
C 0.0 -0.8 -0.2
C 0.6 0.5 0.1
C 0.0 -0.2 -1.9
O 0.3 -0.3 1.1
C 0.5 -0.2 -1.0
O -0.6 0.6 0.0
O -0.5 -0.6 0.8
H 0.0 -0.2 0.1
H 0.0 0.5 -0.2
H -0.1 0.3 0.4
H -0.2 0.4 -0.2
H -0.1 0.1 0.4
H 0.1 -0.3 0.7
C 0.8 0.9 -0.8
C -0.8 -0.4 1.5
C -1.5 -0.3 -1.7
O 1.3 0.0 0.7
C -0.4 1.1 -0.5
O 0.1 -0.6 0.1
O -0.1 -0.1 -0.1
H 0.1 -0.3 0.1
H -0.1 -0.4 0.3
H -0.4 -0.1 0.0
H 0.1 0.3 -0.1
H 0.7 0.3 0.3
H 0.1 0.1 0.0
C 0.9 1.2 0.4
C -1.3 -0.8 -0.9
C 0.3 0.7 -0.2
O 0.1 1.4 -4.5
C -2.0 -0.4 -0.3
O -2.4 3.0 -3.8
O 0.0 0.2 0.3
H 0.0 -0.4 0.4
H -0.1 -0.2 0.1
H -0.2 0.0 -0.7
H 0.3 0.2 0.1
H 0.0 0.2 -0.3
H 0.4 -0.2 -0.9
C 0.6 0.3 0.5
C -1.1 -0.4 0.8
C 0.4 -0.9 0.1
O -0.4 0.7 -0.6
C 0.3 -0.6 0.0
O -0.4 0.5 -0.1
O -0.4 0.2 -1.2
H 0.0 -0.5 -0.8
H 0.0 -0.4 0.3
H -0.6 0.2 -0.4
H 0.6 0.2 0.3
H 0.0 0.1 0.0
H -0.1 0.7 0.1
C -0.6 0.7 0.2
C 0.2 0.8 -0.2
O 1.3 -0.6 -0.7
S 0.4 0.8 0.3
O -1.2 0.2 -0.4
O 0.0 -1.2 0.9
O -0.1 0.7 -0.4
H 0.2 -0.5 0.2
H -0.1 -0.1 0.1
H 0.0 -0.5 0.0
H -0.1 -0.3 0.2
C 0.5 -1.1 -0.1
C 0.8 0.7 -0.4
O -1.2 0.1 1.2
S 0.9 -0.2 -0.6
O -0.5 0.1 -1.3
O 0.6 -0.3 0.2
O -1.2 0.5 1.1
H -0.1 0.4 0.3
H -0.1 -0.2 -0.6
H 0.0 0.1 0.0
H 0.0 0.0 0.2
C -0.9 0.8 -0.1
C -0.5 0.1 0.7
O 1.1 -1.3 -0.6
S 0.2 1.8 -1.0
O -1.3 0.8 -0.2
O 0.0 0.0 0.5
O 0.6 -1.5 0.9
H 0.1 -0.2 0.0
H 0.0 -0.3 0.3
H 0.4 -0.2 -0.3
H 0.4 -0.3 -0.3
C 0.3 1.1 -0.6
C 1.3 -2.7 2.1
O 0.8 -1.7 1.7
S -1.5 2.5 -0.4
O 0.6 -0.3 -0.6
O -0.1 0.0 -0.3
O 0.6 -0.9 0.8
H 0.0 -0.3 0.0
H 0.0 -0.2 0.2
H 1.8 -1.3 1.6
H 0.1 0.2 -0.3
C 0.5 -1.8 1.0
C 0.7 0.1 -2.0
O 0.4 0.6 1.0
S 0.4 -2.3 0.8
O -0.3 0.2 4.5
O -1.0 -0.3 -0.9
O 1.1 1.0 1.7
H 0.0 0.5 -0.1
H 0.2 0.2 0.3
H -0.1 -0.2 0.1
H -0.3 0.4 0.5
C -1.0 1.3 -0.1
C 1.2 0.5 -0.5
O 0.5 -1.0 0.3
S -0.5 -1.1 0.3
O -0.9 0.7 0.0
O -0.2 1.7 -1.0
O 0.5 -0.8 0.5
H 0.3 -0.5 0.5
H 0.1 -0.1 -0.3
H 0.1 -0.4 -0.1
H -0.2 -0.4 0.4
C -0.2 -0.6 0.5
C -0.5 0.8 1.0
O 0.4 0.7 -1.8
S -0.3 -0.7 1.5
O 0.3 -0.9 -0.1
O 0.6 -0.7 0.6
O -0.7 1.3 -1.1
H 0.2 0.1 -0.3
H -0.1 0.1 0.0
H 0.1 -0.2 0.1
H 0.3 -0.2 -0.3

As for the charge: 0. As for the spin multiplicity: 1. The energy above the lowest of the compared OMol25 structures with the same formula, charge and spin comes out at 83.1 kcal/mol. As for the HOMO energy: -9.42 eV.